{
  "formula": "C5H13NO",
  "method": "ωB97M-V with the def2-TZVPD basis set",
  "spin_multiplicity": 1,
  "smiles": "C=CCCCN.O",
  "largest_force_ev_per_a": 3.31,
  "homo_ha": -0.3438,
  "total_energy_ev": -8931.462,
  "e_above_lowest_kj_mol": 246.0,
  "gap_ev": 9.93,
  "elements": ["C", "C", "C", "C", "C", "N", "H", "H", "H", "H", "H", "H", "H", "H", "H", "H", "H", "H", "H", "O"],
  "coordinates": [[1.29167, -1.41241, 0.56271], [1.33715, 0.06773, 0.21395], [0.28744, 0.95553, 0.88379], [0.28715, 2.89953, -0.72449], [0.27693, 2.39996, 0.53149], [-0.06441, -1.96983, 0.41368], [1.93556, -1.92699, -0.15275], [1.60793, -1.48488, 1.60371], [1.21820, 0.23104, -0.87905], [2.30124, 0.55590, 0.38731], [-0.67015, 0.43535, 0.69756], [0.34914, 0.86552, 1.98768], [0.54788, 3.95186, -0.89763], [0.54293, 2.27340, -1.58314], [-0.41671, 2.95247, 1.15833], [0.01139, -2.85641, -0.06268], [-0.70849, -1.38518, -0.09613], [-3.32346, -2.76781, -1.83462], [-3.09411, -1.52857, -1.08102], [-3.71728, -2.25624, -1.12870]]
}

=====

{
  "formula": "C5H13NO",
  "method": "ωB97M-V with the def2-TZVPD basis set",
  "spin_multiplicity": 1,
  "smiles": "C/C=C(\\C)NC.O",
  "largest_force_ev_per_a": 1.37,
  "homo_ha": -0.2917,
  "total_energy_ev": -8932.477,
  "e_above_lowest_kj_mol": 148.0,
  "gap_ev": 8.82,
  "elements": ["C", "N", "C", "C", "C", "C", "H", "H", "H", "H", "H", "H", "H", "H", "H", "H", "H", "H", "H", "O"],
  "coordinates": [[-2.31073, 0.53267, 0.24664], [-1.50580, -0.67546, 0.01806], [-0.16677, -0.46303, -0.40854], [0.87003, -0.89332, 0.32407], [2.30114, -0.86166, -0.12368], [-0.06772, -0.00417, -1.84161], [-1.74913, 1.29779, 0.79221], [-2.50570, 0.93145, -0.74728], [-3.21952, 0.28397, 0.78350], [-1.51745, -1.34223, 0.77623], [0.60792, -1.50240, 1.18136], [2.94030, -0.44294, 0.65407], [2.62034, -1.89472, -0.29373], [2.50664, -0.32307, -1.04254], [-0.73303, 0.84069, -2.02451], [-0.46466, -0.77427, -2.50734], [0.95287, 0.20510, -2.13843], [0.67953, 1.63951, 0.56218], [0.55969, 2.58747, 1.80252], [0.82593, 1.71201, 1.50658]]
}

=====

{
  "formula": "C5H13NO",
  "method": "ωB97M-V with the def2-TZVPD basis set",
  "spin_multiplicity": 1,
  "largest_force_ev_per_a": 6.00,
  "homo_ha": -0.2778,
  "total_energy_ev": -8924.019,
  "e_above_lowest_kj_mol": 964.1,
  "gap_ev": 4.39,
  "elements": ["C", "N", "C", "C", "C", "O", "C", "H", "H", "H", "H", "H", "H", "H", "H", "H", "H", "H", "H", "H"],
  "coordinates": [[0.31541, -1.00264, 1.10753], [0.21834, 0.41805, 1.11769], [-1.12206, 1.03987, 1.30996], [-2.23287, 0.09353, -1.09348], [-1.36005, 0.85841, -1.76554], [1.72299, 0.10221, -1.35201], [1.77497, -1.41599, 0.81809], [-0.27419, -1.36143, 0.22708], [-0.05762, -1.52611, 1.94388], [0.56078, 0.76258, 0.18672], [-0.98618, 2.06526, 0.98309], [-1.63048, 1.03885, 2.23446], [-1.92827, 0.62484, 0.19597], [-2.09135, -0.99609, -1.23996], [-1.61177, 1.94439, -1.76188], [-0.39415, 0.60794, -2.18797], [2.31016, -0.05892, -2.04170], [2.32876, -1.41713, 1.77570], [2.20492, -0.52296, 0.13463], [2.00470, -2.34432, 0.28286]]
}

=====

{
  "formula": "C5H13NO",
  "method": "ωB97M-V with the def2-TZVPD basis set",
  "spin_multiplicity": 1,
  "smiles": "CCNC[C@H](C)O",
  "largest_force_ev_per_a": 1.91,
  "homo_ha": -0.3202,
  "total_energy_ev": -8932.576,
  "e_above_lowest_kj_mol": 138.4,
  "gap_ev": 9.76,
  "elements": ["C", "N", "C", "C", "C", "O", "C", "H", "H", "H", "H", "H", "H", "H", "H", "H", "H", "H", "H", "H"],
  "coordinates": [[-0.51535, 1.05882, 1.88132], [-0.56673, 0.86832, 0.43444], [-0.34372, -0.39174, -0.21932], [-0.35546, -0.23647, -1.79187], [0.13810, -1.55551, -2.31320], [0.49929, 0.84236, -2.15165], [0.88012, 0.80546, 2.45530], [-1.18943, 0.43894, 2.49323], [-0.81477, 2.09393, 2.04222], [-1.49531, 1.17730, 0.15589], [0.62895, -0.83851, 0.03102], [-1.14619, -1.09610, 0.07924], [-1.41311, -0.07159, -2.01396], [1.21646, -1.63147, -2.30073], [-0.23458, -2.37292, -1.67862], [-0.15803, -1.93872, -3.29743], [1.27251, 0.64473, -1.60543], [0.82843, 1.07375, 3.51376], [1.62815, 1.37850, 1.91613], [1.14066, -0.24907, 2.36966]]
}

=====

{
  "formula": "C5H13NO",
  "method": "ωB97M-V with the def2-TZVPD basis set",
  "spin_multiplicity": 1,
  "smiles": "CCC/C=C/N.O",
  "largest_force_ev_per_a": 3.50,
  "homo_ha": -0.3250,
  "total_energy_ev": -8931.298,
  "e_above_lowest_kj_mol": 261.8,
  "gap_ev": 9.67,
  "elements": ["C", "C", "C", "C", "C", "N", "H", "H", "H", "H", "H", "H", "H", "H", "H", "H", "H", "H", "H", "O"],
  "coordinates": [[-2.05558, 0.97690, -1.62993], [-1.87353, -0.35360, -0.83954], [-0.58242, -1.20166, -0.88736], [0.70105, -0.71514, -0.24053], [1.33667, -1.11175, 0.84655], [2.38064, -0.28884, 1.35770], [-3.17359, 1.33237, -1.47806], [-1.88521, 0.78138, -2.72758], [-1.40455, 1.71099, -1.28707], [-2.02809, -0.13529, 0.22846], [-2.69715, -1.10382, -1.13119], [-0.79925, -2.17485, -0.41656], [-0.53004, -1.43332, -1.93094], [1.31632, -0.13254, -0.87839], [1.25015, -2.16100, 0.98255], [2.11937, 0.28417, 2.11435], [3.17153, -0.76788, 1.81098], [0.56285, 1.36427, 0.61348], [0.27339, 1.70035, 2.01992], [0.25034, 2.14856, 1.13513]]
}

=====

{
  "formula": "C5H13NO",
  "method": "ωB97M-V with the def2-TZVPD basis set",
  "spin_multiplicity": 1,
  "smiles": "CC/C(C)=C/N.O",
  "largest_force_ev_per_a": 2.67,
  "homo_ha": -0.2971,
  "total_energy_ev": -8932.752,
  "e_above_lowest_kj_mol": 121.5,
  "gap_ev": 8.89,
  "elements": ["C", "C", "C", "C", "N", "C", "H", "H", "H", "H", "H", "H", "H", "H", "H", "H", "H", "H", "H", "O"],
  "coordinates": [[2.37869, -0.22873, -0.32919], [1.67582, 0.86888, 0.45446], [0.18750, 0.92708, 0.24344], [-0.54828, 0.06904, 0.97146], [-1.93016, -0.14496, 0.76518], [-0.35957, 1.71662, -0.87556], [3.47127, -0.05326, -0.28744], [2.14222, -1.26831, -0.06034], [2.17728, -0.06905, -1.41180], [1.90615, 0.70019, 1.56077], [2.02696, 1.86695, 0.36630], [-0.04388, -0.61117, 1.65863], [-2.40533, 0.67297, 0.43012], [-2.35640, -0.56870, 1.57785], [0.35942, 1.63174, -1.70740], [-0.56283, 2.77749, -0.75838], [-1.28108, 1.34333, -1.34564], [-1.39279, -1.73034, -0.95134], [-1.09427, -2.80370, 0.04528], [-1.18657, -2.67371, -0.91232]]
}

=====

{
  "formula": "C5H13NO",
  "method": "ωB97M-V with the def2-TZVPD basis set",
  "spin_multiplicity": 1,
  "smiles": "C[C@@H]1CCCN1.O",
  "largest_force_ev_per_a": 4.42,
  "homo_ha": -0.3377,
  "total_energy_ev": -8931.977,
  "e_above_lowest_kj_mol": 196.3,
  "gap_ev": 10.16,
  "elements": ["N", "C", "C", "C", "C", "C", "H", "H", "H", "H", "H", "H", "H", "H", "H", "H", "H", "H", "H", "O"],
  "coordinates": [[0.06140, 0.64395, -0.30751], [-1.10669, 1.58584, 0.06175], [-1.90772, 0.30514, 0.73456], [-0.87265, -0.35525, 1.73904], [0.45592, -0.25574, 0.97211], [1.12618, -1.54950, 0.33234], [0.89743, 1.19021, -0.54637], [-0.87234, 2.27542, 0.88759], [-1.50815, 2.11665, -0.82078], [-2.10331, -0.37506, -0.03256], [-2.87631, 0.59766, 1.16189], [-1.14794, -1.27826, 2.14471], [-0.71773, 0.31634, 2.71473], [1.30813, 0.25236, 1.48651], [1.51866, -2.22654, 1.12520], [1.99132, -1.19381, -0.29328], [0.33958, -1.88828, -0.33834], [1.06171, 0.37868, -2.56149], [1.36820, -1.06979, -2.66748], [1.76759, -0.24828, -2.89332]]
}

=====

{
  "formula": "C5H13NO",
  "method": "ωB97M-V with the def2-TZVPD basis set",
  "spin_multiplicity": 1,
  "smiles": "CCC/C=C/N.O",
  "largest_force_ev_per_a": 3.84,
  "homo_ha": -0.3110,
  "total_energy_ev": -8931.828,
  "e_above_lowest_kj_mol": 210.6,
  "gap_ev": 9.41,
  "elements": ["C", "C", "C", "C", "C", "N", "H", "H", "H", "H", "H", "H", "H", "H", "H", "H", "H", "H", "H", "O"],
  "coordinates": [[-1.73297, 0.25069, -2.13469], [-1.92094, 0.84590, -0.70953], [-0.57881, 1.53462, -0.15089], [0.29656, 0.44589, 0.39620], [1.35282, 0.72032, 1.25742], [2.29347, -0.31030, 1.71800], [-2.61755, -0.25556, -2.55559], [-1.77930, 1.17206, -2.80943], [-0.88335, -0.36665, -2.23460], [-2.12303, 0.06385, 0.07744], [-2.72477, 1.59926, -0.76928], [-0.88879, 2.20799, 0.68331], [-0.16398, 2.09812, -0.98945], [0.04613, -0.53889, 0.04152], [1.54796, 1.62043, 1.91283], [1.88208, -1.16686, 1.84812], [2.49596, -0.08003, 2.70622], [2.42005, -3.73881, 0.73606], [1.58841, -2.57511, 0.39009], [1.49005, -3.52689, 0.58623]]
}

=====

{
  "formula": "C5H13NO",
  "method": "ωB97M-V with the def2-TZVPD basis set",
  "spin_multiplicity": 1,
  "smiles": "C=CC[C@@H](C)N.O",
  "largest_force_ev_per_a": 7.44,
  "homo_ha": -0.3457,
  "total_energy_ev": -8930.800,
  "e_above_lowest_kj_mol": 309.8,
  "gap_ev": 10.28,
  "elements": ["C", "C", "C", "C", "C", "N", "H", "H", "H", "H", "H", "H", "H", "H", "H", "H", "H", "H", "H", "O"],
  "coordinates": [[-0.63478, -1.36993, 1.82902], [-0.06891, -0.40689, 0.66429], [0.44073, -1.30684, -0.37089], [0.62258, -0.70518, -1.64929], [0.06227, 0.33635, -2.24480], [1.06977, 0.35741, 1.24873], [-1.66930, -1.14706, 1.99704], [-0.48594, -2.51091, 1.58557], [-0.04785, -1.06199, 2.73070], [-0.95094, 0.22541, 0.61635], [-0.29695, -2.09864, -0.67705], [1.25490, -1.76530, 0.13182], [1.35690, -1.04923, -2.22044], [0.27357, 0.64694, -3.17864], [-0.76160, 0.95894, -1.82279], [0.88888, 1.15175, 1.65883], [1.73189, 0.64943, 0.46891], [-0.26862, 2.69704, 0.11649], [-1.50417, 3.09154, -0.82382], [-1.01244, 3.30716, -0.06004]]
}

=====

{
  "formula": "C5H13NO",
  "method": "ωB97M-V with the def2-TZVPD basis set",
  "spin_multiplicity": 1,
  "smiles": "C=NCCCC.O",
  "largest_force_ev_per_a": 1.19,
  "homo_ha": -0.3457,
  "total_energy_ev": -8932.199,
  "e_above_lowest_kj_mol": 174.8,
  "gap_ev": 10.47,
  "elements": ["C", "C", "C", "C", "C", "N", "H", "H", "H", "H", "H", "H", "H", "H", "H", "H", "H", "H", "H", "O"],
  "coordinates": [[-1.13324, 2.55154, 0.51374], [-1.28822, 1.06584, 0.17036], [-1.14039, 0.21093, 1.42589], [-0.76068, -1.25725, 1.22653], [1.57006, -0.99722, 1.36937], [0.62021, -1.54978, 0.77313], [-1.88428, 3.18621, 0.05551], [-1.26796, 2.71298, 1.58252], [-0.16011, 2.93937, 0.22573], [-2.22994, 0.86732, -0.33262], [-0.48176, 0.71287, -0.47582], [-0.26642, 0.60940, 1.95070], [-1.95942, 0.22941, 2.14382], [-1.38470, -1.80128, 0.51024], [-0.88038, -1.77900, 2.17343], [2.57937, -1.37615, 1.21041], [1.52605, -0.24974, 2.17281], [2.33192, -1.42647, -5.49382], [3.06260, -2.72398, -5.86436], [3.14730, -1.92500, -5.33755]]
}